Entry 1:
The following is a quantum chemistry calculation of a cluster of 9 separate species, C30H85N7O9 in total at a distorted geometry, from the Open Molecules 2025 dataset.

Structure (XYZ):
```
131
Properties=species:S:1:pos:R:3:forces:R:3:mulliken_charge:R:1
C -3.8275 -2.1732 3.1995 -0.655 0.198 -0.065 -1.623
C -2.7518 -1.4309 2.4106 1.237 -0.213 0.901 0.813
C -2.3106 -0.1758 3.1347 -1.131 1.890 1.051 -0.490
O -1.4209 -0.3850 4.2106 0.600 -0.166 0.350 -0.119
C -0.9728 0.8221 4.8455 -0.276 -1.318 0.840 -0.660
N -1.5104 -2.0998 2.0061 0.249 -0.737 0.427 -0.423
H -4.6215 -1.4094 3.3201 0.154 -0.631 0.281 0.466
H -3.5897 -2.6301 4.1588 0.545 0.578 0.245 0.194
H -4.2691 -3.0106 2.6763 -0.068 -0.106 -0.688 0.372
H -3.2058 -1.1064 1.4919 -0.366 0.306 -0.483 0.086
H -3.1946 0.3265 3.6088 0.194 -0.268 -0.659 0.459
H -1.8773 0.5650 2.4559 0.091 -0.204 -0.252 0.000
H -0.2936 0.5072 5.6670 -0.478 0.193 -0.514 0.234
H -1.7844 1.4226 5.2748 -0.169 -0.276 -0.059 0.353
H -0.4331 1.4500 4.1782 0.571 0.507 -0.859 0.080
H -1.7136 -2.9229 1.4685 -0.276 -0.360 -0.462 0.272
H -0.9687 -2.4719 2.7936 -0.136 0.559 0.068 0.028
C 4.4349 -2.2792 -3.3275 -2.184 0.876 0.135 -1.000
C 4.4793 -1.0008 -4.2186 0.938 -0.409 -0.165 0.523
C 4.3410 0.3332 -3.4583 -0.949 -1.282 0.939 -0.830
O 2.9946 0.3696 -2.8872 1.684 -0.643 -1.410 0.009
C 2.8662 1.3425 -1.9179 0.796 -0.068 1.316 0.205
N 5.8011 -0.9854 -4.8997 -0.526 1.348 0.252 -0.737
H 5.0972 -2.2313 -2.4578 -0.148 0.212 -0.189 0.226
H 4.6310 -3.1817 -3.8781 0.446 -0.201 -0.605 0.487
H 3.3763 -2.4268 -2.9990 0.787 0.216 0.226 -0.036
H 3.6471 -0.9465 -4.9430 0.488 -0.594 0.006 0.179
H 4.4680 1.1962 -4.0933 0.167 0.192 -0.461 0.376
H 5.1111 0.3433 -2.6710 -0.307 0.209 0.149 0.303
H 3.6620 1.1647 -1.1360 -0.913 0.440 -0.459 0.356
H 1.8829 1.1823 -1.4967 -0.096 0.187 0.279 -1.280
H 2.9340 2.3696 -2.2912 0.081 0.089 -0.214 0.515
H 6.5123 -1.0307 -4.1832 0.172 -0.064 -0.042 0.250
H 5.9743 -1.7195 -5.5580 -0.301 -0.447 -0.121 0.260
C 4.9015 5.0224 0.5819 0.072 0.749 -0.831 -1.648
C 3.6329 4.3378 0.0828 -0.063 0.348 -1.370 1.098
C 2.6307 4.0539 1.1649 0.567 0.498 0.744 0.120
O 3.1123 3.1041 2.1005 0.147 0.012 -0.642 -0.383
C 2.3033 3.1078 3.2251 -0.531 0.576 0.979 -0.538
N 2.9407 5.2686 -0.8564 0.159 -0.115 0.224 -0.621
H 5.6366 5.2128 -0.2247 -0.494 -0.310 0.027 0.419
H 5.4123 4.3881 1.2751 0.205 -0.197 0.757 0.351
H 4.6995 6.0377 0.9762 -0.134 -0.675 0.207 0.366
H 3.8919 3.3938 -0.4189 0.118 0.097 0.161 -0.398
H 1.6960 3.6731 0.7558 -0.305 0.219 -0.209 -0.350
H 2.5049 5.0310 1.6741 -0.500 -0.359 -0.062 0.386
H 2.6712 2.3600 3.9194 0.208 0.024 0.173 0.296
H 1.2402 2.8642 3.0477 0.179 -0.002 -0.418 0.034
H 2.3004 4.1230 3.6931 0.078 -0.632 -0.035 0.351
H 3.5765 5.5948 -1.5802 -0.186 -0.147 0.158 0.273
H 2.1134 4.8707 -1.3002 0.329 -0.156 0.103 0.176
C -2.2284 5.1617 1.8239 -0.686 0.643 0.519 -1.635
C -1.1699 4.9945 0.7770 0.927 -0.983 0.179 1.576
C -1.7703 4.3091 -0.4447 1.266 1.120 -0.380 -1.116
O -0.7299 3.8399 -1.2946 -0.213 -0.561 -0.298 -0.106
C -1.2610 3.0612 -2.3886 -0.135 0.018 1.735 -0.978
N -0.3967 6.2329 0.5515 0.001 -0.731 -0.864 -0.691
H -2.6164 4.2142 2.2351 0.323 0.280 -0.209 0.266
H -3.0779 5.7025 1.4119 -0.273 0.144 0.000 0.344
H -1.8220 5.7862 2.6219 -0.102 -0.198 0.099 0.439
H -0.4855 4.2609 1.2127 0.315 -0.009 -0.163 -0.610
H -2.3361 5.0165 -1.0390 -0.570 0.461 -0.057 0.551
H -2.4522 3.5651 -0.0849 -0.304 -1.039 -0.040 0.471
H -2.0539 3.6126 -2.8737 -0.343 0.216 -0.310 0.434
H -1.6939 2.1410 -1.9322 0.335 0.235 -0.701 0.276
H -0.4684 2.8699 -3.0982 0.189 -0.199 0.032 0.341
H 0.5150 5.9946 0.1242 -0.513 0.057 0.483 0.216
H -0.8743 6.6882 -0.2191 -0.052 0.546 0.040 0.338
C 0.5747 -4.3028 7.6344 -0.623 2.102 0.623 -1.507
C 0.3359 -3.2454 6.5533 0.077 -0.591 -1.402 0.578
C 0.8778 -3.7848 5.2017 0.237 -0.413 0.346 -0.934
O 0.8488 -2.8684 4.1359 -0.142 0.836 -0.063 -0.177
C 1.9054 -1.8950 4.1268 -0.649 -0.502 -0.770 -0.533
N -1.0531 -2.7913 6.4703 -0.746 0.019 -0.719 -0.616
H 0.1663 -5.2659 7.3783 -0.377 -0.310 0.088 0.348
H 0.1481 -3.8437 8.5753 0.391 -1.045 -0.812 0.352
H 1.6413 -4.3756 7.7302 0.567 -0.336 0.328 0.393
H 0.9591 -2.3710 6.7588 -0.185 0.107 0.341 0.303
H 0.2974 -4.6667 4.8859 -0.080 0.314 0.049 0.345
H 1.9161 -4.1440 5.3066 -0.077 0.058 0.254 0.364
H 1.9311 -1.5230 3.0900 0.154 -0.075 0.411 -0.045
H 2.8220 -2.4117 4.3746 0.549 -0.016 -0.012 0.449
H 1.7969 -1.0326 4.7903 -0.402 -0.194 0.193 0.194
H -1.1417 -2.0505 5.7681 0.346 0.096 0.319 0.160
H -1.7087 -3.4833 6.0607 0.843 -0.033 0.665 0.314
C -4.5331 -5.5950 -1.4180 -0.584 -1.821 0.203 -1.378
C -5.1398 -4.2233 -1.2387 0.799 0.389 -0.219 0.366
C -3.9748 -3.2305 -0.9937 -1.126 0.251 1.023 -0.236
O -3.1049 -3.1502 -2.0808 0.583 -0.233 0.688 -0.432
C -2.0993 -2.1605 -1.7751 -1.069 -1.064 -0.053 -0.457
N -5.9841 -3.8481 -2.3780 0.397 0.004 0.110 -0.747
H -3.8836 -5.9059 -0.5875 0.141 0.501 -0.244 0.336
H -4.0263 -5.7890 -2.3680 0.251 0.672 0.136 0.255
H -5.2836 -6.3967 -1.4154 -0.334 0.364 0.031 0.392
H -5.8088 -4.1864 -0.3644 0.432 -0.144 -0.003 0.340
H -3.5043 -3.4964 0.0160 -0.006 0.141 -1.243 -0.086
H -4.3943 -2.2154 -0.8576 -0.147 -0.096 0.237 0.306
H -1.4344 -2.1708 -2.6072 0.657 0.073 -0.187 0.285
H -1.6497 -2.3798 -0.8066 0.282 -0.051 -0.178 0.131
H -2.5982 -1.2101 -1.7142 -0.059 0.761 0.070 0.260
H -6.1432 -2.8577 -2.2663 -0.464 0.324 -0.056 0.303
H -5.4193 -3.8853 -3.2173 0.116 -0.223 -0.216 0.313
C -2.6171 0.3857 -7.2645 -0.227 0.799 -0.568 -1.688
C -2.2719 -0.5797 -6.1606 0.142 0.114 0.076 0.459
C -1.3765 0.1610 -5.1681 0.384 0.672 -0.264 -0.560
O -0.9197 -0.7337 -4.1939 0.254 -0.021 -0.135 -0.345
C 0.2812 -0.2751 -3.6036 -0.474 0.515 0.103 -0.351
N -3.4948 -1.1900 -5.5905 0.976 0.604 -0.279 -0.730
H -3.0072 1.3449 -6.9072 -0.073 -0.118 0.484 0.322
H -3.3881 0.0314 -7.9326 -0.113 -0.474 -0.182 0.429
H -1.7647 0.6943 -7.8660 0.263 -0.319 -0.047 0.392
H -1.6695 -1.4123 -6.5106 0.081 -0.108 -0.419 0.337
H -1.9321 0.9973 -4.7105 -0.168 -0.091 0.131 0.131
H -0.4919 0.6853 -5.6691 -0.951 -0.868 0.191 0.395
H 0.7253 -1.0681 -3.0190 0.062 -0.073 0.117 0.268
H 0.0935 0.6115 -2.9830 -0.022 -0.266 0.245 -0.121
H 0.9465 0.0722 -4.3782 0.556 -0.199 -0.300 0.439
H -3.1688 -1.8451 -4.8938 -0.199 -0.189 0.340 0.257
H -3.9491 -0.4355 -5.0986 -0.500 0.034 0.338 0.300
C 3.2717 -2.0996 -0.1033 -0.036 0.450 0.039 -0.260
O 4.2228 -1.0413 -0.4291 -0.753 -1.218 0.341 -0.363
H 3.2345 -2.8599 -0.8897 0.132 0.218 0.145 0.237
H 3.4536 -2.5850 0.8655 0.459 0.099 -0.260 0.434
H 2.2971 -1.6475 0.0160 -0.418 0.156 -0.306 -0.235
H 4.8408 -1.0780 0.2910 0.628 0.293 0.298 0.238
C 0.0100 0.7984 0.5784 0.437 0.957 -0.167 0.704
O -0.2589 -0.4657 0.0112 0.344 1.218 -0.420 -0.119
H -0.7837 1.5661 0.5552 -0.505 -0.627 -0.146 0.113
H 0.3742 0.8119 1.6118 0.013 -0.559 0.036 0.222
H 0.7849 1.2800 -0.0095 0.252 -0.104 -0.027 -0.883
H -0.5884 -1.0383 0.7000 -0.528 -0.701 0.910 0.144
```
Positions in Å, forces in eV/Å.

## Properties
- SMILES: COC[C@H](C)N.COC[C@H](C)N.COC[C@H](C)N.COC[C@H](C)N.COC[C@H](C)N.COC[C@H](C)N.COC[C@H](C)N.CO.CO
- Gap between HOMO and LUMO: 9.4988 eV
- E_LUMO: 0.0175 hartree
- E: -61341.483 eV



Entry 2:
The following is a quantum chemistry calculation of a cluster of 11 separate species, C30H86N4O18 in total at a distorted geometry, from the Open Molecules 2025 dataset.

Structure (XYZ):
```
138
Properties=species:S:1:pos:R:3:forces:R:3:mulliken_charge:R:1
C -27.3834 3.2730 -3.1109 -0.051 0.483 -0.210 -1.282
C -26.0070 3.2065 -3.8645 -1.143 -1.360 0.271 -0.629
C -25.1382 4.2012 -3.1697 2.156 0.126 0.892 0.396
O -25.3298 5.4896 -3.6780 -0.118 0.074 -0.732 -0.393
C -24.7346 6.5140 -2.9170 -0.724 0.173 0.005 -0.587
N -25.4165 1.8398 -3.6851 -0.001 0.382 0.649 -0.205
H -27.1484 2.9116 -2.0917 -0.374 0.073 -0.399 0.303
H -28.2179 2.7022 -3.5237 0.379 -0.408 -0.162 0.363
H -27.8157 4.2909 -3.0133 0.670 -0.283 -0.120 0.304
H -26.0103 3.3673 -4.9427 -0.429 0.409 0.086 0.493
H -24.0323 3.8772 -3.1954 -1.241 0.513 -0.214 -0.228
H -25.4033 4.2174 -2.0997 0.115 -0.188 0.020 0.445
H -23.7175 6.2849 -2.6694 0.627 -0.335 0.475 0.062
H -25.3409 6.7390 -2.0211 0.344 -0.155 -0.100 0.347
H -24.6863 7.4058 -3.5287 -0.244 0.172 -0.215 0.272
H -26.0342 1.0872 -4.0487 0.473 0.782 0.321 0.213
H -25.3626 1.7604 -2.6611 -0.177 -0.567 -0.447 0.013
C -17.7043 3.3565 -9.4919 0.275 -1.153 1.169 -1.612
C -18.4782 2.3039 -8.6425 0.434 1.642 -0.126 1.870
C -19.8681 2.0335 -9.1160 0.283 1.070 -1.628 -1.093
O -20.6179 3.2319 -9.1783 -1.012 -0.246 0.686 -0.296
C -21.9232 3.0224 -9.7274 0.342 -0.197 -0.600 -0.636
N -17.8331 1.0279 -8.7151 -0.107 -0.994 0.353 -0.528
H -16.8613 3.7696 -8.8926 -0.275 -0.505 -0.609 0.363
H -18.3669 4.1600 -9.6497 -0.756 1.131 -0.465 0.390
H -17.3882 2.9039 -10.4381 0.102 0.204 0.218 0.347
H -18.6118 2.7647 -7.6448 0.370 -0.445 0.096 -0.621
H -20.2489 1.2254 -8.5280 -1.051 -0.247 0.782 0.186
H -19.7977 1.6695 -10.1329 0.016 -0.429 -0.573 0.502
H -21.8140 2.4760 -10.6835 -0.128 0.191 0.237 0.356
H -22.3876 3.9934 -9.9383 0.314 -0.139 0.147 0.292
H -22.5895 2.4444 -9.0738 0.405 -0.006 -0.040 0.118
H -17.0504 0.9621 -8.0828 0.086 -0.046 0.187 0.305
H -18.5185 0.3070 -8.4579 0.780 0.090 0.071 0.123
C -17.6207 -4.0283 -5.4692 -0.453 0.400 -1.104 -1.183
C -16.7645 -2.7552 -5.4883 1.247 -0.718 1.189 0.239
C -17.3315 -1.5720 -6.2877 -0.515 0.411 0.282 0.394
O -17.8330 -1.8902 -7.5972 -0.249 0.623 1.604 -0.399
C -16.8778 -2.2620 -8.5139 0.293 -1.690 -1.539 -0.884
N -16.4814 -2.2586 -4.0727 -1.728 -0.019 -1.419 -0.640
H -17.1844 -5.0164 -5.2919 0.715 0.527 0.320 0.400
H -17.9693 -4.1018 -6.5112 -0.412 -0.078 0.356 0.296
H -18.4623 -3.9438 -4.7941 -0.395 0.213 0.039 0.122
H -15.8190 -3.0472 -5.9643 0.055 0.132 0.081 0.423
H -16.5215 -0.7866 -6.3367 -0.832 -0.536 -0.058 0.359
H -18.2051 -1.1692 -5.7227 0.638 -0.057 -0.488 -0.638
H -16.1053 -1.5524 -8.7599 0.199 0.833 0.220 0.325
H -17.3882 -2.5205 -9.4611 0.067 0.355 0.433 0.305
H -16.3681 -3.1908 -8.2370 0.101 -0.078 0.234 0.388
H -16.0834 -2.9498 -3.4793 0.502 -0.679 0.169 0.222
H -15.9099 -1.4400 -4.0704 0.461 0.471 -0.072 0.200
C -21.1102 8.0782 -3.7994 -0.248 0.126 -0.344 -1.440
C -20.6199 7.1887 -2.6877 1.268 0.450 -0.168 -0.089
C -20.7492 5.6911 -2.9730 0.559 1.238 -1.638 2.490
O -19.9961 5.0731 -1.9898 0.081 -1.116 0.482 -0.566
C -20.3492 3.7104 -1.7876 -0.099 0.453 0.369 -0.333
N -19.2366 7.6289 -2.3261 -1.042 -0.185 0.675 -0.786
H -22.1591 7.9514 -4.0387 -0.298 -0.441 -0.084 0.226
H -20.5411 7.9622 -4.7249 0.059 -0.127 0.082 0.340
H -21.0432 9.1063 -3.4857 0.292 0.471 0.140 0.444
H -21.1953 7.3909 -1.7968 -0.371 0.040 0.400 0.379
H -20.3753 5.4833 -4.0258 -0.214 -0.045 1.036 -0.430
H -21.7871 5.3847 -2.9362 -0.449 -0.135 0.118 -1.243
H -21.3287 3.5727 -1.2709 0.799 0.323 -0.339 -0.101
H -19.5161 3.3104 -1.2449 0.099 -0.450 0.747 0.497
H -20.3555 3.1761 -2.7179 -0.277 -0.314 -0.865 0.015
H -18.8498 6.9981 -1.6312 0.027 0.117 -0.273 0.278
H -18.5841 7.7485 -3.0797 -0.076 -0.361 -0.489 0.255
C -22.4326 -3.8986 -4.3371 0.141 0.868 0.628 -0.625
C -21.9845 -4.0133 -2.9136 -1.092 -1.127 0.386 0.012
O -23.0316 -4.9297 -2.4235 0.618 0.708 0.857 -0.594
O -23.5802 -3.0536 -4.2592 -0.153 -0.378 -1.224 -0.290
H -22.5626 -4.9658 -4.6363 -0.344 0.961 -0.540 0.368
H -21.8046 -3.2982 -4.9694 0.836 -0.463 -0.370 0.253
H -22.0822 -3.0668 -2.3693 0.432 -0.094 -0.249 0.035
H -21.0495 -4.5261 -2.7823 0.738 0.132 0.068 0.367
H -23.0194 -4.8233 -1.4622 -0.256 -0.311 -0.203 0.320
H -24.2070 -3.5529 -3.7579 -0.920 -0.368 0.644 0.279
C -23.7645 1.0927 -0.5912 0.809 0.887 -0.751 0.776
C -22.8606 2.0383 0.1962 -0.150 -0.689 -0.860 -0.271
O -23.2154 3.3686 -0.0006 0.823 0.999 -0.341 -0.607
O -25.1267 1.3389 -0.3378 -0.428 -0.219 0.088 -0.545
H -23.4265 0.0916 -0.3418 -0.279 -0.558 -0.141 0.395
H -23.6365 1.2759 -1.7006 0.153 -0.240 1.305 -0.665
H -21.8761 1.8453 -0.2110 0.347 0.466 -0.260 -0.246
H -22.7280 1.7879 1.2390 -0.595 -0.212 0.699 0.446
H -24.0954 3.5915 0.2917 -0.420 -0.412 0.189 0.377
H -25.2891 1.1036 0.5771 -0.283 -0.046 0.209 0.362
C -17.2871 2.9994 -4.4438 0.434 0.269 0.625 -0.433
C -17.8458 4.2963 -5.0229 -0.391 -0.864 0.436 0.433
O -17.7946 5.2699 -4.0162 0.315 0.527 0.289 -0.556
O -17.5057 1.8602 -5.2157 1.369 -0.266 -0.849 -0.177
H -17.7802 2.9009 -3.4617 0.248 -0.179 0.064 0.183
H -16.1771 3.0700 -4.2783 -1.017 0.089 -0.098 0.135
H -18.8909 4.1386 -5.3470 0.279 -0.043 -0.160 -0.237
H -17.2414 4.6134 -5.8530 0.134 0.362 -0.460 0.277
H -18.1666 4.8885 -3.2046 -0.142 0.344 -0.158 0.270
H -18.3824 1.5270 -5.1284 -1.296 -0.368 0.329 -0.018
C -25.6458 -1.0637 -6.2165 -0.404 0.013 -0.784 0.216
C -26.0927 -2.4149 -6.7849 0.315 -0.402 1.190 -0.463
O -26.9617 -2.3841 -7.9162 0.751 0.101 -0.026 -0.542
O -26.5806 -0.2753 -5.5049 -0.393 -0.167 0.114 -0.567
H -25.2216 -0.4832 -7.0466 0.112 0.008 0.106 0.137
H -24.8768 -1.2735 -5.5007 0.537 -0.219 0.276 -0.229
H -26.6108 -3.0297 -6.0164 0.252 0.534 -0.270 0.248
H -25.0923 -2.8992 -6.9119 -0.836 -0.079 -0.626 0.268
H -26.4452 -2.5683 -8.7120 -0.169 0.139 0.220 0.332
H -27.1481 0.1779 -6.1263 -0.278 0.038 -0.244 0.296
C -23.2471 3.4807 -6.7379 0.315 -0.242 -0.309 -0.041
C -22.4181 4.4847 -6.0123 -0.678 0.971 0.446 0.593
O -21.2011 4.7817 -6.6454 0.307 -0.336 -0.139 -0.599
O -22.5606 2.2588 -6.7455 0.469 -1.645 1.691 -0.096
H -23.3700 3.7303 -7.8025 -0.280 0.308 0.519 0.470
H -24.2070 3.3923 -6.2348 -0.367 0.028 -0.058 -0.696
H -22.2890 4.1148 -4.9626 0.136 0.303 -0.583 -0.316
H -23.0199 5.4099 -5.9889 0.285 -0.057 0.339 0.364
H -20.9877 4.0653 -7.2734 -0.001 0.216 0.147 0.183
H -22.4314 1.9678 -5.7713 -0.253 0.550 -1.788 0.006
C -20.2354 -0.5326 -0.9124 -0.521 -0.537 0.142 -0.103
C -19.0944 -1.4401 -1.3625 -0.933 -0.508 -0.261 -0.692
O -19.1262 -1.7257 -2.7842 1.165 0.196 0.605 -0.256
O -20.2835 0.7721 -1.4056 0.726 0.699 -0.850 -0.176
H -20.1245 -0.4726 0.1993 -0.268 0.045 -0.778 0.418
H -21.2058 -0.9924 -1.1562 0.123 -0.390 0.267 -0.008
H -19.3180 -2.4232 -0.8671 0.794 0.863 0.065 0.276
H -18.1822 -0.9200 -1.0443 0.184 -0.628 -0.211 0.379
H -18.1820 -1.8701 -3.1192 -0.956 0.140 0.163 0.141
H -20.2650 0.8184 -2.3943 -0.104 -0.257 0.855 -0.058
C -21.0932 -0.3329 -5.0626 0.331 -1.787 0.843 -0.301
C -22.3001 -0.1097 -4.1732 0.595 0.300 -0.797 1.529
O -22.4363 1.2900 -4.0616 -1.126 0.612 0.412 0.877
O -19.9431 0.1579 -4.3804 -0.169 0.367 -0.206 0.571
H -21.2196 0.1342 -6.0273 0.102 0.314 -0.222 0.343
H -20.9115 -1.4407 -5.2119 -0.464 0.992 -0.139 -0.030
H -22.1427 -0.5543 -3.1922 -0.005 -0.253 0.175 -0.291
H -23.1885 -0.5050 -4.6247 -0.440 -0.551 -0.151 -1.240
H -23.4054 1.4315 -3.9011 0.405 0.451 -0.141 -0.440
H -19.7851 -0.5369 -3.7006 0.684 0.133 -0.266 -0.342
```
Positions in Å, forces in eV/Å.

## Properties
- SMILES: COC[C@H](C)N.COC[C@H](C)N.COC[C@H](C)N.COC[C@H](C)N.OCCO.OCCO.OCCO.OCCO.OCCO.OCCO.OCCO
- Gap between HOMO and LUMO: 8.3582 eV
- E_LUMO: 0.0041 hartree
- E: -75314.298 eV